Entry 1:
A single C20H22ClFN4O2S molecule, computed with wB97M-V/def2-TZVPD.

```
51
Properties=species:S:1:pos:R:3:forces:R:3
C -1.6901 -3.1513 4.3925 -0.08 -0.26 0.18
N -1.4361 -1.9243 3.6572 0.04 -0.23 0.04
C -0.4274 -1.9685 2.7086 -0.06 0.12 0.02
O 0.2177 -2.9800 2.5050 -0.25 -0.07 0.29
C -0.2165 -0.7292 2.0028 0.13 0.37 -0.32
C 0.7454 -0.6063 0.9852 -0.33 0.11 0.35
S 1.6913 -1.9925 0.5676 0.68 -0.11 -0.67
C 2.6180 -1.3105 -0.8800 -0.32 0.00 0.54
C 2.3331 -2.1243 -2.0932 -0.09 -0.09 -0.08
C 1.0597 -2.1281 -2.6607 0.17 -0.16 -0.20
F 0.1033 -1.3628 -2.0962 0.12 -0.02 0.01
C 0.7262 -2.8742 -3.7727 -0.07 0.13 0.15
C 1.6988 -3.6660 -4.3578 0.06 0.07 0.11
C 2.9755 -3.6994 -3.8284 0.09 -0.06 -0.03
C 3.2818 -2.9403 -2.7089 -0.42 0.05 -0.18
Cl 4.8901 -3.0208 -2.0851 0.28 -0.06 0.07
N 0.9374 0.5557 0.3732 0.25 -0.05 -0.17
C 0.1957 1.5911 0.7404 0.00 -0.06 0.27
C 0.4524 2.8990 0.0705 -0.09 0.11 -0.18
C -0.2743 3.0511 -1.2876 0.02 0.08 -0.04
C 0.3346 2.1013 -2.3170 -0.15 0.08 0.13
C -0.0957 4.4966 -1.7576 -0.02 -0.24 0.11
C -1.7635 2.7490 -1.1204 0.21 0.04 -0.05
N -0.7523 1.5705 1.6677 -0.35 0.10 0.30
C -0.9668 0.4153 2.2931 0.67 -0.40 -0.47
N -1.9349 0.3428 3.2488 -0.08 0.10 0.04
C -2.7413 1.5049 3.5687 -0.29 0.28 0.17
C -2.2055 -0.8148 3.9577 -0.03 0.06 0.00
O -3.0751 -0.8374 4.7977 -0.13 0.07 0.10
H -2.5144 -2.9738 5.0781 0.10 -0.03 -0.08
H -0.7927 -3.4386 4.9403 -0.06 -0.03 -0.03
H -1.9390 -3.9474 3.6912 0.03 0.01 0.06
H 2.2611 -0.2844 -0.9786 0.20 -0.06 -0.10
H 3.6748 -1.3307 -0.6282 -0.09 0.10 -0.04
H -0.2787 -2.8296 -4.1603 -0.11 0.03 -0.02
H 1.4607 -4.2594 -5.2261 -0.02 -0.06 -0.09
H 3.7388 -4.3156 -4.2760 0.08 -0.04 -0.02
H 0.1105 3.6870 0.7419 0.04 0.03 0.00
H 1.5254 2.9988 -0.0962 0.04 0.04 0.03
H 0.2417 1.0726 -1.9847 0.04 -0.15 -0.06
H -0.1788 2.2010 -3.2708 -0.06 0.03 -0.14
H 1.3885 2.3232 -2.4695 0.16 0.00 -0.03
H 0.9595 4.7466 -1.8422 0.14 0.06 -0.02
H -0.5587 5.1902 -1.0594 -0.05 0.12 0.09
H -0.5580 4.6343 -2.7324 -0.05 0.04 -0.13
H -1.9177 1.7006 -0.8767 -0.10 -0.13 0.03
H -2.2969 2.9662 -2.0431 -0.07 0.01 -0.11
H -2.1906 3.3519 -0.3227 -0.11 0.06 0.10
H -2.6085 1.7662 4.6184 -0.03 0.02 -0.06
H -3.7936 1.2772 3.3998 0.05 0.04 0.02
H -2.4149 2.3171 2.9259 -0.09 -0.05 0.11
```
Forces are in eV/Å.

Output
* Kohn-Sham gap: 9.06 eV
* SMILES: Cn1c(=O)c2c(SCc3c(F)cccc3Cl)nc(CC(C)(C)C)nc2n(C)c1=O


Entry 2:
A single C6H20Si3 molecule, computed with wB97M-V/def2-TZVPD.

```
29
Properties=species:S:1:pos:R:3:forces:R:3
C -2.7220 -0.4582 2.9088 -1.03 -2.27 -3.37
Si -2.8647 0.5433 1.2961 -3.17 -0.28 0.61
C -1.7994 -0.1233 -0.1148 0.79 2.69 0.73
Si -0.0322 -0.7035 0.4070 0.14 0.51 -0.34
C 0.0761 -2.5899 0.2551 -0.12 1.49 1.99
Si 1.5514 0.5085 -0.9265 1.64 1.00 0.96
C 1.2974 2.4207 -0.6859 -0.03 -0.09 -1.42
C 3.4451 -0.0825 -0.4395 -2.33 2.50 -0.92
C 1.4059 0.5298 -2.7767 1.88 -1.90 -2.31
H -2.9842 -1.5527 2.6113 0.67 1.63 0.61
H -1.7681 -0.4042 3.3041 2.04 -0.13 0.78
H -3.3983 -0.1954 3.6457 -1.54 0.78 1.35
H -2.9624 1.9975 1.7382 0.85 -0.44 -0.61
H -4.4694 0.4338 0.8110 2.09 -0.09 0.48
H -1.9110 0.7741 -0.8201 0.68 -1.42 0.45
H -2.2931 -0.9521 -0.5255 -0.97 -1.12 -0.71
H 0.0938 -0.3870 1.8836 0.23 0.10 -0.55
H -0.6923 -2.9462 0.9426 0.47 -0.45 0.44
H -0.3206 -2.8137 -0.6493 -1.24 -0.70 -3.20
H 1.0282 -3.0891 0.2767 0.36 -0.04 0.66
H 0.9998 2.8022 -1.7753 -0.14 -0.68 2.62
H 0.5612 2.6256 0.1638 1.26 0.43 -1.32
H 2.3297 2.8534 -0.6356 -0.94 -0.06 0.84
H 3.4811 -1.1050 -0.5574 0.21 -2.40 -0.25
H 4.1195 0.3833 -1.1486 0.18 0.12 -0.13
H 3.7335 0.1788 0.5546 0.07 0.25 0.72
H 1.2623 -0.5054 -3.1662 0.75 0.15 0.19
H 0.4894 0.8930 -3.1831 -0.64 1.22 0.05
H 2.3434 0.9642 -3.3941 -2.16 -0.78 1.64
```
Forces are in eV/Å.

Output
* Kohn-Sham gap: 9.94 eV
* SMILES: C[SiH2]C[Si@@H](C)[Si](C)(C)C
* energy relative to the best compared isomer or geometry (same formula, charge and spin): 1.2 kcal per mole


Entry 3:
3 unconnected molecules or ions with the total composition C6H16NO, computed with wB97M-V/def2-TZVPD.

```
24
Properties=species:S:1:pos:R:3:forces:R:3
C -1.8744 1.8008 0.6118 -0.18 0.59 2.26
C -1.1390 0.6756 -0.1136 -0.45 0.10 -2.62
C -0.2561 1.1196 -1.2685 0.35 0.02 -0.61
C 1.1743 1.3394 -0.8944 0.59 -0.61 -0.13
C 2.0251 0.2969 -0.7064 -0.26 -0.33 1.84
C 3.4730 0.4124 -0.2695 -1.55 0.80 -1.61
N -1.9867 -0.3586 -0.5666 0.67 1.46 1.45
H -2.3954 1.3695 1.4776 -0.49 0.08 -0.48
H -2.5022 2.4277 -0.0114 -0.23 -0.49 -0.36
H -1.2237 2.5076 1.1404 0.62 -0.34 -0.56
H -0.4363 0.2000 0.6460 -0.16 -0.25 0.47
H -0.2902 0.3033 -2.0085 0.00 0.39 -0.15
H -0.5754 2.0378 -1.7721 -0.66 -0.32 0.21
H 1.5448 2.3569 -0.9508 0.11 0.02 0.26
H 1.5752 -0.6934 -0.6851 0.14 -0.08 -0.37
H 3.7516 -0.2111 0.5722 -0.11 0.02 0.06
H 4.0265 0.1153 -1.1675 0.45 0.01 0.30
H 3.5733 1.4867 -0.1183 0.84 -0.15 0.35
H -2.7119 -0.5473 0.1450 0.18 -0.23 0.11
H -2.1820 -4.7902 4.0254 0.08 -0.12 0.10
H -0.8769 -1.4308 -0.9272 0.36 -1.07 -0.60
H -0.6686 -2.9723 -0.7972 -0.15 -0.34 -0.05
H -1.8298 -5.3073 4.4320 -0.08 0.12 -0.10
O -0.1951 -2.1388 -0.7931 -0.07 0.72 0.26
```
Forces are in eV/Å.

Output
* Kohn-Sham gap: 4.50 eV
* energy relative to the best compared isomer or geometry (same formula, charge and spin): 173.3 kcal per mole
* total charge: +1


Entry 4:
2 unconnected molecules or ions with the total composition C6H2F4I2, computed with wB97M-V/def2-TZVPD.

```
14
Properties=species:S:1:pos:R:3:forces:R:3
F 0.2203 -1.7469 -1.7341 0.63 0.30 -0.69
C -0.2577 -1.9083 -0.5302 -1.87 3.23 0.57
C -0.9420 -0.9616 0.1562 1.29 -1.32 -1.90
C -1.1287 0.3730 -0.3434 -2.01 1.90 -2.52
F -1.5079 0.4809 -1.7401 0.83 -0.33 2.39
C -1.2325 1.5282 0.3231 0.80 0.64 1.41
F -1.5663 2.7645 -0.1244 0.24 -1.71 -0.22
I -0.5600 1.6703 2.3636 -0.56 -0.12 -1.02
H -0.0744 -2.8222 -0.1242 0.37 -2.69 0.88
H -1.4404 -1.3297 1.0154 -0.11 0.17 1.00
F 1.9471 1.9426 -1.2034 0.53 0.77 -0.44
C 2.2734 1.0827 -0.3252 -1.38 -0.82 -0.03
C 2.0346 0.1227 0.3714 1.08 -0.37 1.08
I 2.2342 -1.1961 1.8952 0.15 0.36 -0.49
```
Forces are in eV/Å.

Output
* Kohn-Sham gap: 9.03 eV
* SMILES: F/C=C\C(F)=C(\F)I.FC#CI
* energy relative to the best compared isomer or geometry (same formula, charge and spin): 86.4 kcal per mole


Entry 5:
A gas-phase ion, C7H15N2Si (charge +1), computed with wB97M-V/def2-TZVPD.

```
25
Properties=species:S:1:pos:R:3:forces:R:3
C -0.9275 1.2302 0.2176 0.22 2.52 2.13
C -0.0818 0.2312 0.0659 -3.03 -0.58 -1.81
C -2.6915 -0.0473 -0.2252 -3.17 -0.64 0.01
C -4.1678 -0.2168 -0.1723 -2.34 -0.80 -0.56
C 2.6141 -0.8357 -1.6117 0.03 -0.20 0.18
C 1.9176 -1.4113 1.6343 2.31 1.15 -2.36
C 2.4348 1.6253 0.1565 1.50 -0.96 -2.85
N -2.3226 1.1314 0.2241 3.32 0.55 -0.51
N -1.8291 -0.9214 -0.5674 3.25 3.67 1.24
Si 1.7218 -0.1834 -0.0817 2.05 -0.25 1.97
H -0.6101 2.2409 0.6314 0.20 -1.42 -0.83
H -4.2624 -1.1880 0.3557 -0.66 0.65 0.01
H -4.8281 0.6332 0.3243 1.81 -1.82 -0.90
H -4.6069 -0.4217 -1.2043 0.68 0.40 1.23
H 2.2351 -0.7163 -2.6348 -0.09 0.24 0.47
H 3.6370 -0.4208 -1.5520 -0.49 0.18 -0.07
H 2.7869 -1.8910 -1.4515 -0.17 -0.49 -0.07
H 2.2782 -2.4385 1.2715 -0.73 1.47 0.82
H 2.6595 -0.9535 2.3878 -1.19 -0.77 -1.27
H 0.9172 -1.3695 1.9935 -0.65 -0.47 0.61
H 3.5772 1.4619 -0.0148 -1.78 0.19 1.06
H 2.2649 2.3252 -0.7259 -0.44 -0.94 1.02
H 2.1702 2.1067 1.0593 0.12 0.49 1.01
H -2.9059 1.9085 0.4886 -0.17 -0.22 -0.22
H -1.9808 -1.8791 -0.5689 -0.55 -1.94 -0.32
```
Forces are in eV/Å.

Output
* Kohn-Sham gap: 8.63 eV
* energy relative to the best compared isomer or geometry (same formula, charge and spin): 79.7 kcal per mole
* total charge: +1


Entry 6:
A molecular structure, C28H32NO3PS3Tl, computed with wB97M-V/def2-TZVPD.

```
69
Properties=species:S:1:pos:R:3:forces:R:3
Tl 1.2306 0.3262 -0.4382 0.08 0.02 -0.04
C 0.6974 -2.4941 2.0549 0.02 0.01 0.01
O 0.0732 -1.2673 2.3784 -0.01 0.01 0.04
C 0.5630 -0.6571 3.5502 0.00 -0.02 -0.05
C 2.0674 -0.4313 3.5713 0.01 0.01 0.04
O 2.5405 0.2878 2.4572 0.02 0.07 -0.01
C 2.8355 1.6566 2.6802 0.10 -0.07 -0.05
C 1.6473 2.5031 3.0536 -0.04 0.06 0.10
O 0.7016 2.4642 2.0194 -0.16 -0.04 0.03
C -0.4683 3.1755 2.3483 0.00 0.03 -0.04
H 0.0976 -2.9703 1.2822 -0.01 0.01 0.02
H 1.7079 -2.3408 1.6631 0.00 0.01 0.01
H 0.7461 -3.1545 2.9302 -0.01 -0.01 0.00
H 0.3116 -1.2672 4.4333 -0.02 0.00 0.00
H 0.0383 0.2957 3.6248 -0.03 -0.02 -0.02
H 2.5859 -1.3930 3.5757 0.01 -0.02 0.01
H 2.3208 0.0743 4.5123 0.02 0.01 0.00
H 3.2419 2.0261 1.7381 0.04 -0.03 -0.02
H 3.5943 1.7575 3.4677 0.03 -0.02 0.02
H 2.0003 3.5331 3.2085 0.00 0.02 0.03
H 1.1934 2.1676 4.0001 0.01 0.01 0.00
H -0.2406 4.2129 2.6228 0.03 0.00 -0.02
H -1.0024 2.7030 3.1846 0.03 -0.01 0.00
H -1.1081 3.1775 1.4701 -0.03 0.00 0.00
C -2.0476 1.2004 -0.8963 0.00 0.07 0.01
C -1.3860 2.5436 -0.9994 0.03 -0.10 -0.02
C -2.1657 3.7194 -1.1178 -0.05 0.02 0.02
C -1.5433 4.9284 -1.1397 0.00 0.00 -0.02
C -0.1337 5.0038 -1.0733 0.04 -0.22 0.03
C 0.5407 6.2427 -1.0707 0.02 0.08 0.00
C 1.9055 6.2550 -1.0110 0.03 -0.01 -0.01
C 2.6330 5.0543 -0.9731 -0.12 -0.10 0.01
C 2.0263 3.8055 -0.9839 0.01 0.12 0.01
S 3.0186 2.3753 -1.0043 0.02 -0.05 -0.01
C 0.5871 3.7797 -1.0071 -0.08 0.18 0.02
N -0.0734 2.5877 -0.9526 0.03 0.01 -0.09
H -3.1300 1.2932 -0.8145 -0.01 0.00 -0.01
H -1.6799 0.6684 -0.0151 -0.03 0.01 0.02
H -1.8038 0.5800 -1.7642 -0.01 0.03 0.02
H -3.2438 3.6358 -1.1722 0.02 0.01 0.00
H -2.1130 5.8496 -1.2107 0.01 -0.02 0.00
H -0.0364 7.1597 -1.1179 0.02 -0.02 0.00
H 2.4419 7.1974 -1.0070 0.00 -0.02 0.00
H 3.7148 5.0871 -0.9505 0.00 0.00 0.00
S -2.0230 -3.0573 -4.9595 -0.05 -0.01 -0.04
P -1.0366 -2.5738 -3.3209 -0.12 0.03 0.04
S -0.0886 -0.8177 -3.2396 0.12 -0.05 -0.05
C -2.1711 -2.6742 -1.8654 0.13 0.07 0.07
C -3.4257 -3.2625 -1.9557 -0.01 -0.04 0.04
C -4.2466 -3.3420 -0.8336 0.04 -0.02 -0.08
C -3.8156 -2.8420 0.3863 0.05 0.02 0.00
C -2.5600 -2.2499 0.4841 -0.05 -0.01 0.04
C -1.7502 -2.1645 -0.6378 -0.09 -0.07 -0.02
C 0.1421 -3.9278 -2.8925 -0.01 0.01 -0.04
C 1.1847 -3.7132 -1.9960 0.02 -0.02 -0.01
C 2.0395 -4.7487 -1.6447 -0.01 -0.02 -0.01
C 1.8651 -6.0129 -2.1948 -0.04 0.04 -0.02
C 0.8349 -6.2308 -3.1001 0.00 0.06 0.03
C -0.0226 -5.1928 -3.4471 0.03 -0.06 0.07
H -3.7444 -3.6507 -2.9160 -0.02 0.02 0.01
H -5.2264 -3.7993 -0.9151 0.02 0.01 -0.01
H -4.4557 -2.9099 1.2587 0.01 0.01 -0.01
H -2.2055 -1.8464 1.4275 -0.04 -0.02 -0.04
H -0.7850 -1.6755 -0.5688 0.00 -0.04 -0.01
H 1.3399 -2.7197 -1.5949 -0.01 0.07 0.02
H 2.8517 -4.5647 -0.9508 -0.01 0.00 0.00
H 2.5358 -6.8210 -1.9272 0.00 0.01 0.00
H 0.7009 -7.2104 -3.5436 0.00 0.00 0.00
H -0.8242 -5.3448 -4.1601 0.02 0.00 0.01
```
Forces are in eV/Å.

Output
* Kohn-Sham gap: 6.70 eV
* energy relative to the best compared isomer or geometry (same formula, charge and spin): 0.0 kcal per mole
* total charge: -1


Entry 7:
3 unconnected molecules or ions with the total composition C4H16N2O2, computed with wB97M-V/def2-TZVPD.

```
24
Properties=species:S:1:pos:R:3:forces:R:3
C -0.0576 0.2241 2.0639 -0.02 -0.69 0.55
C 0.1851 -0.4109 0.7093 0.49 0.37 -0.40
C -0.5655 0.2848 -0.4167 -1.36 -0.58 0.33
N -1.9744 -0.1927 -0.4371 0.29 -0.29 -0.45
C 0.0217 0.0368 -1.8096 0.04 1.09 0.85
N 1.2919 0.7640 -1.9958 -0.58 -0.55 -0.45
H 0.1689 1.2823 2.1121 0.04 0.21 -0.21
H -1.0922 0.0621 2.3744 -0.09 0.24 -0.10
H 0.5325 -0.2735 2.8354 0.15 0.04 0.00
H -0.0949 -1.4561 0.7429 -0.39 -0.39 -0.04
H 1.2427 -0.4676 0.4373 0.11 0.40 0.26
H -0.6576 1.3523 -0.1952 0.77 0.19 -0.22
H -2.2704 -0.7079 0.3748 0.10 -0.02 0.23
H -2.6404 0.5411 -0.6128 -0.03 0.12 -0.04
H 0.1501 -1.0361 -1.9421 -0.19 -0.11 -0.19
H -0.7536 0.4358 -2.4611 0.14 -0.31 -0.55
H 1.5682 1.1860 -1.1283 0.31 0.21 0.29
H 1.9976 0.1060 -2.2870 0.28 0.14 0.04
O 2.7156 2.2967 0.4952 -0.53 -0.36 -0.17
H 3.5844 2.1362 0.1219 0.18 0.28 0.22
H 2.7679 2.9605 1.1848 0.35 0.06 -0.04
O -2.4080 -3.1492 0.0214 -0.10 -0.13 -0.08
H -1.6336 -3.2975 0.5662 0.15 -0.10 0.07
H -2.0786 -2.6773 -0.7540 -0.10 0.17 0.09
```
Forces are in eV/Å.

Output
* Kohn-Sham gap: 9.41 eV
* SMILES: CC[C@H](N)CN.O.O
* energy relative to the best compared isomer or geometry (same formula, charge and spin): 10.3 kcal per mole